# 1
This record from the Open Molecules 2025 dataset describes a cluster of 2 separate species, CH3N2O2PS in total at a distorted geometry. The level of theory is ωB97M-V/def2-TZVPD.

Its relative energy (zero: lowest compared OMol25 entry of this formula, charge and spin) is 147.4 kJ/mol. As for the LUMO energy: -0.78 eV. The orbital gap is 0.3147 Eh. As for the largest force on an atom: 3.6 eV/Å.

The geometry in ORCA input format:
```
! RIJCOSX wB97M-V def2-TZVPD def2/J DEFGRID3
* xyz 0 1
N -0.821 -0.121 0.009
H -2.513 0.751 0.076
C -0.058 0.903 -0.168
O 3.547 -1.549 0.030
N -2.245 -0.208 -0.034
H -0.093 -0.969 -0.108
O 1.521 -0.299 -0.313
S 0.230 2.446 -0.206
P 3.046 -0.197 -0.034
H -2.614 -0.759 0.747
*
```


# 2
This record from the Open Molecules 2025 dataset describes a cluster of 2 separate species, CH3N2O2S in total at a distorted geometry. The level of theory is ωB97M-V/def2-TZVPD.

Its relative energy (zero: lowest compared OMol25 entry of this formula, charge and spin) is 447.8 kJ/mol. As for the LUMO energy (alpha / beta): 3.85 / 3.79 eV. The orbital gap (alpha / beta) is 0.2530 / 0.2061 Eh. As for the largest force on an atom: 3.8 eV/Å.

The geometry in ORCA input format:
```
! RIJCOSX wB97M-V def2-TZVPD def2/J DEFGRID3
* xyz -1 1
O -2.430 0.833 -1.138
N 1.599 0.715 -0.087
C 0.658 -0.160 0.577
H 1.015 1.238 -0.724
N 1.285 -0.609 -0.546
H 2.094 -1.102 -0.389
H 1.136 -0.492 1.468
S -2.392 -0.316 -0.253
O -2.965 -0.108 1.091
*
```